73
Properties=species:S:1:pos:R:3:lowdin_charge:R:1 method="wB97M-V/def2-TZVPD" largest_force_ev_per_a=1.24 charge=+1 lumo_energy_ev=-3.3 e_above_lowest_kcal_mol=9.4 homo_ev=-10.84
Ti -0.247 -0.408 0.571 1.0439
O -1.404 -1.826 0.618 -0.1993
C -2.633 -2.221 0.325 -0.3277
C -2.955 -3.574 0.276 0.0047
C -4.248 -3.953 -0.024 -0.0436
C -5.250 -3.004 -0.273 -0.0676
C -4.932 -1.669 -0.204 -0.0248
C -3.619 -1.263 0.082 -0.1482
C -3.317 0.138 0.243 -0.0531
N -2.158 0.669 0.408 -0.0372
C -2.155 2.118 0.714 -0.1708
C -0.824 2.478 1.351 -0.1887
N -0.255 1.269 1.948 -0.0342
C 0.351 1.374 3.072 -0.0385
C 1.010 0.305 3.779 -0.1327
C 1.513 0.533 5.067 -0.0216
C 2.035 -0.503 5.807 -0.0686
C 2.033 -1.791 5.259 -0.0478
C 1.547 -2.029 3.988 0.0130
C 1.059 -0.972 3.227 -0.2731
O 0.621 -1.191 1.988 -0.1620
H -2.176 -4.303 0.468 0.1310
H -4.492 -5.007 -0.065 0.1152
H -6.259 -3.321 -0.500 0.1101
H -5.692 -0.913 -0.372 0.1196
H -4.181 0.805 0.261 0.1454
H -2.979 2.342 1.389 0.1251
H -2.295 2.690 -0.200 0.0942
H -0.948 3.262 2.096 0.1263
H -0.126 2.825 0.587 0.0590
H 0.352 2.347 3.561 0.1431
H 1.476 1.538 5.475 0.1203
H 2.431 -0.330 6.799 0.1095
H 2.416 -2.619 5.843 0.1141
H 1.544 -3.022 3.557 0.1257
C 1.013 -0.711 -3.040 -0.2223
P -0.565 -0.686 -2.120 0.8876
C -1.290 -2.299 -2.562 -0.2280
C -1.543 0.408 -3.241 -0.3980
C -0.894 1.738 -3.644 -0.4095
P -0.176 2.728 -2.252 0.8701
C 1.523 3.092 -2.855 -0.2859
C -0.976 4.355 -2.563 -0.2961
H 0.804 -0.764 -4.109 0.0605
H 1.594 -1.583 -2.752 0.0448
H 1.603 0.185 -2.832 0.0319
H -1.118 -2.496 -3.620 0.0575
H -2.362 -2.305 -2.368 0.0487
H -0.822 -3.080 -1.964 0.0474
H -2.516 0.575 -2.770 0.0746
H -1.709 -0.190 -4.139 0.0840
H -1.642 2.362 -4.136 0.0788
H -0.109 1.545 -4.377 0.0713
H 1.555 3.158 -3.945 0.0466
H 2.234 2.337 -2.518 0.0147
H 1.840 4.050 -2.439 0.0401
H -0.772 4.712 -3.575 0.0463
H -0.602 5.090 -1.850 0.0378
H -2.058 4.278 -2.432 0.0352
Cl 7.025 -0.703 0.944 0.7003
C 5.339 -0.415 0.678 -0.6543
C 4.838 0.877 0.805 -0.0968
C 3.500 1.125 0.588 -0.5446
Cl 2.905 2.752 0.748 0.7405
C 2.619 0.099 0.220 -0.3306
O 1.346 0.360 -0.035 -0.2580
C 3.142 -1.195 0.120 -0.1161
C 2.285 -2.340 -0.177 -0.1461
O 1.078 -2.304 -0.352 -0.0396
C 4.496 -1.446 0.345 -0.0411
H 5.498 1.689 1.079 0.1159
H 2.797 -3.311 -0.239 0.1465
H 4.877 -2.459 0.262 0.1245

***

71
Properties=species:S:1:pos:R:3:lowdin_spin:R:1 method="wB97M-V/def2-TZVPD" largest_force_ev_per_a=1.14 charge=-1 lumo_energy_ev="2.4 / 2.4" e_above_lowest_kcal_mol=3.9 spin_multiplicity=2 homo_ev="-4.05 / -4.18"
Ti 0.242 0.435 -0.140 0.8560
C -0.728 -1.689 0.312 0.0044
C 0.429 -1.989 -0.439 0.0010
C 1.551 -1.616 0.328 -0.0024
C 1.091 -1.072 1.545 0.0006
C -0.319 -1.127 1.541 0.0054
H -1.748 -1.800 -0.020 0.0003
H 0.437 -2.373 -1.448 0.0004
H 2.582 -1.663 0.016 -0.0003
H 1.705 -0.629 2.313 0.0002
H -0.980 -0.735 2.299 0.0012
Cl 0.509 5.800 1.339 0.0025
C 1.584 4.461 1.128 0.0035
Cl 3.256 4.837 0.812 0.0032
Cl 1.583 2.642 -2.373 0.0051
C 1.158 3.194 1.101 0.0227
N 0.818 2.063 1.040 0.0016
C -2.694 1.597 -2.285 0.0029
C -1.658 1.010 -1.363 0.0155
O -0.625 0.396 -1.988 0.0069
N -1.654 1.068 -0.090 -0.0046
Te -4.178 0.656 1.119 0.0006
C -6.180 0.549 1.899 0.0004
C -7.171 -0.099 1.148 0.0000
C -6.875 -0.768 -0.172 0.0000
C -8.487 -0.117 1.605 0.0000
C -8.856 0.486 2.797 0.0000
C -10.282 0.461 3.278 0.0000
C -7.861 1.096 3.548 0.0000
C -6.535 1.128 3.128 0.0000
C -5.519 1.788 4.020 0.0000
C -4.084 2.764 1.298 0.0002
C -5.005 3.570 0.622 0.0000
C -6.096 3.016 -0.256 0.0000
C -4.919 4.956 0.763 0.0001
C -3.946 5.553 1.546 0.0000
C -3.838 7.049 1.661 0.0000
C -3.043 4.730 2.208 0.0001
C -3.092 3.347 2.100 0.0001
C -2.076 2.532 2.850 -0.0002
H -2.197 2.149 -3.083 0.0004
H -3.366 2.254 -1.736 0.0004
H -3.273 0.793 -2.747 0.0002
H -5.959 -1.356 -0.147 0.0000
H -6.743 -0.026 -0.964 0.0000
H -7.697 -1.427 -0.453 0.0000
H -9.244 -0.619 1.010 0.0000
H -10.942 0.017 2.533 0.0000
H -10.646 1.469 3.491 0.0000
H -10.379 -0.120 4.198 0.0000
H -8.120 1.557 4.497 0.0000
H -5.929 1.945 5.018 0.0000
H -5.205 2.755 3.621 0.0000
H -4.621 1.173 4.100 0.0000
H -5.721 2.206 -0.884 0.0000
H -6.499 3.800 -0.898 0.0000
H -6.915 2.603 0.338 0.0000
H -5.629 5.580 0.228 0.0000
H -4.633 7.547 1.105 0.0000
H -2.879 7.402 1.275 0.0000
H -3.900 7.371 2.703 0.0000
H -2.260 5.179 2.809 0.0000
H -1.372 3.185 3.366 0.0001
H -1.513 1.901 2.162 0.0001
H -2.559 1.884 3.586 0.0000
C 2.196 0.061 -3.043 0.0066
C 2.165 1.026 -1.907 0.0232
O 2.555 0.860 -0.791 0.0380
H 2.931 0.405 -3.772 0.0019
H 1.209 0.038 -3.503 0.0013
H 2.472 -0.920 -2.661 0.0003

***

75
Properties=species:S:1:pos:R:3:lowdin_charge:R:1 method="wB97M-V/def2-TZVPD" smiles=c1ccncc1.c1ccncc1.c1ccncc1.c1ccncc1.c1ccncc1.ClCCl.ClCCl.ClCCl.ClCCl largest_force_ev_per_a=2.63 lumo_energy_ev=0.2 e_above_lowest_kcal_mol=34.4 homo_ev=-9.70
C -0.158 -1.899 4.411 -1.1387
Cl -0.632 -1.927 6.075 0.5409
Cl 1.457 -2.396 4.232 0.5744
H -0.766 -2.569 3.873 0.0062
H -0.271 -0.884 4.020 0.0187
C 3.062 2.000 4.207 -0.9341
Cl 2.206 1.769 5.727 0.5231
Cl 2.089 1.343 2.805 0.4893
H 3.184 3.041 4.057 0.0132
H 4.029 1.379 4.247 0.0265
C 3.557 0.999 -1.863 -0.9727
Cl 4.850 -0.259 -2.120 0.4735
Cl 3.240 1.191 -0.182 0.5734
H 4.043 1.859 -2.355 0.0344
H 2.629 0.549 -2.349 0.0513
C -0.440 2.120 0.675 -0.9861
Cl 0.200 3.881 0.726 0.4112
Cl -0.877 1.695 -0.956 0.5289
H 0.355 1.464 1.071 -0.0682
H -1.260 2.138 1.382 0.0015
N -5.914 -2.871 -1.015 0.0588
C -6.697 -1.791 -0.878 -0.1614
C -6.447 -0.481 -1.294 -0.0713
C -5.263 -0.283 -1.954 -0.0945
C -4.304 -1.319 -2.061 -0.0840
C -4.696 -2.576 -1.585 -0.1560
H -7.610 -2.032 -0.381 0.0919
H -7.287 0.200 -1.265 0.1068
H -5.162 0.678 -2.401 0.0985
H -3.277 -1.072 -2.317 0.0908
H -3.990 -3.472 -1.660 0.1175
N 6.080 0.379 3.612 0.0551
C 5.637 0.492 2.344 -0.1524
C 6.099 -0.362 1.385 -0.0868
C 7.127 -1.257 1.676 -0.0650
C 7.628 -1.332 2.967 -0.0567
C 6.973 -0.533 3.886 -0.1751
H 4.785 1.121 2.198 0.0298
H 5.707 -0.333 0.368 0.0256
H 7.596 -1.719 0.809 0.1084
H 8.406 -2.002 3.322 0.1063
H 7.221 -0.704 4.908 0.0978
N -1.410 0.339 -7.249 0.0525
C -0.053 0.367 -7.117 -0.1378
C 0.543 1.298 -6.265 -0.1101
C -0.141 2.296 -5.654 -0.1123
C -1.513 2.344 -5.795 -0.0921
C -2.094 1.329 -6.528 -0.1379
H 0.483 -0.392 -7.703 0.1060
H 1.626 1.312 -6.144 0.1007
H 0.379 2.996 -4.985 0.1156
H -2.174 3.088 -5.253 0.1266
H -3.159 1.336 -6.704 0.0922
N -4.300 1.919 1.221 0.0806
C -3.689 0.723 1.224 -0.1790
C -3.137 0.148 2.321 -0.0824
C -3.217 0.843 3.522 -0.0892
C -3.799 2.060 3.566 -0.0759
C -4.328 2.539 2.377 -0.1640
H -3.620 0.187 0.251 0.0932
H -2.718 -0.843 2.314 0.0925
H -2.875 0.362 4.456 0.1140
H -3.782 2.581 4.494 0.1003
H -4.718 3.541 2.429 0.1016
N -0.340 -1.726 0.643 0.0578
C 1.008 -1.674 0.595 -0.1615
C 1.694 -2.183 -0.510 -0.0818
C 0.999 -2.641 -1.614 -0.0784
C -0.386 -2.609 -1.589 -0.0650
C -1.015 -2.176 -0.418 -0.1626
H 1.509 -1.391 1.566 0.0686
H 2.790 -2.053 -0.528 0.0921
H 1.441 -2.947 -2.519 0.0929
H -1.045 -2.974 -2.428 0.1217
H -2.071 -2.226 -0.324 0.0708

***

77
Properties=species:S:1:pos:R:3:lowdin_charge:R:1 method="wB97M-V/def2-TZVPD" largest_force_ev_per_a=1.50 charge=-1 lumo_energy_ev=1.8 e_above_lowest_kcal_mol=46.8 homo_ev=-4.58
Sn 0.512 0.090 0.163 1.3680
C 3.928 -2.223 4.010 -0.4409
S 3.192 -3.359 2.806 0.7976
C 2.810 -2.308 1.435 -1.1528
S 2.945 -0.618 1.546 0.5027
N 2.509 -3.050 0.388 -0.1485
N 2.235 -2.396 -0.758 -0.0528
C 2.248 -3.111 -1.825 -0.1039
C 2.276 -2.466 -3.135 -0.2826
C 2.358 -3.249 -4.292 -0.0454
C 2.635 -2.650 -5.503 -0.0819
C 2.817 -1.278 -5.542 -0.1267
C 2.624 -0.565 -4.362 -0.1820
N 2.358 -1.126 -3.188 0.1287
H 3.662 -2.567 5.005 0.0211
H 5.008 -2.218 3.885 0.0249
H 3.526 -1.234 3.804 -0.0452
H 2.408 -4.191 -1.782 0.1110
H 2.218 -4.319 -4.219 0.1055
H 2.724 -3.240 -6.406 0.1027
H 3.097 -0.774 -6.454 0.0647
H 2.727 0.517 -4.353 0.1057
O -1.253 -4.377 1.199 0.1275
C -1.155 -3.053 1.026 -0.4554
O -0.207 -2.427 1.420 0.0066
C -2.310 -2.417 0.346 -0.1851
C -3.483 -3.083 0.024 0.0044
C -4.508 -2.347 -0.559 -0.0458
C -4.303 -1.004 -0.813 0.0143
C -3.074 -0.434 -0.485 -0.1624
N -2.110 -1.129 0.089 0.1382
C -2.732 0.995 -0.904 -0.6420
O -3.611 1.621 -1.517 -0.0073
O -1.557 1.364 -0.673 -0.1724
H -0.432 -4.688 1.611 0.1366
H -3.591 -4.139 0.226 0.1129
H -5.449 -2.816 -0.816 0.1045
H -5.056 -0.373 -1.263 0.1153
N -1.924 -1.241 -5.965 0.1273
C -0.887 -0.946 -5.132 -0.6586
O -0.369 -1.778 -4.414 0.0647
C -0.400 0.483 -5.227 -0.5355
I 0.401 0.830 -7.169 0.8224
H -2.356 -2.140 -5.826 0.1069
H -2.544 -0.486 -6.213 0.0940
H 0.377 0.663 -4.498 0.0336
H -1.215 1.186 -5.094 0.0530
C -0.949 -0.571 3.668 -0.0653
C -0.634 0.756 4.357 -0.3658
C 0.858 0.831 4.701 -0.0650
C -1.047 1.983 3.561 -0.1367
C -2.073 2.761 4.080 -0.0675
C -2.415 3.985 3.530 -0.1149
C -1.638 4.474 2.494 -0.0616
C -0.609 3.728 1.938 -0.1385
C 0.306 4.438 0.956 -0.3690
C 0.365 3.819 -0.440 -0.0735
C 1.704 4.558 1.575 -0.0652
C -0.363 2.408 2.392 -0.2990
O 0.508 1.621 1.787 -0.3519
H -0.771 -1.410 4.345 0.0817
H -0.305 -0.697 2.801 0.0235
H -1.989 -0.599 3.338 0.0837
H -1.199 0.770 5.298 0.1200
H 1.439 0.824 3.781 0.0429
H 1.164 -0.022 5.312 0.0720
H 1.076 1.749 5.247 0.0802
H -2.613 2.400 4.949 0.0994
H -3.226 4.572 3.940 0.0850
H -1.825 5.472 2.110 0.1015
H -0.084 5.456 0.835 0.1203
H 0.894 2.866 -0.417 0.0308
H 0.875 4.496 -1.130 0.0736
H -0.644 3.636 -0.803 0.0700
H 2.137 3.568 1.718 0.0738
H 1.632 5.050 2.546 0.0779
H 2.360 5.150 0.933 0.0701

***

84
Properties=species:S:1:pos:R:3:lowdin_charge:R:1 method="wB97M-V/def2-TZVPD" largest_force_ev_per_a=1.18 charge=-2 lumo_energy_ev=3.8 e_above_lowest_kcal_mol=27.7 homo_ev=-2.04
Pb 0.128 -0.179 -0.518 1.2060
C -1.510 3.390 2.011 -0.5420
C -2.437 2.320 1.444 -0.5119
S -1.840 0.705 2.006 0.7445
C -3.370 -0.228 2.249 -0.4991
C -3.072 -1.723 2.417 -0.5248
S -1.447 -2.227 3.070 0.8264
C -1.149 -1.191 4.536 -0.5614
C 0.357 -0.976 4.703 -0.5402
S 1.261 -0.329 3.261 0.8349
C 1.646 1.373 3.749 -0.5293
C 0.496 2.368 3.669 -0.5480
S 0.256 2.947 1.955 0.8078
H -1.752 3.600 3.053 0.0690
H -1.624 4.316 1.447 0.0643
H -2.439 2.322 0.350 0.0210
H -3.460 2.480 1.789 0.0832
H -4.022 -0.092 1.385 0.0565
H -3.881 0.161 3.133 0.0713
H -3.066 -2.202 1.439 0.0377
H -3.867 -2.188 3.003 0.0674
H -1.538 -1.682 5.432 0.0658
H -1.655 -0.239 4.402 0.0294
H 0.827 -1.930 4.949 0.0624
H 0.534 -0.306 5.547 0.0755
H 2.451 1.664 3.069 0.0500
H 2.081 1.367 4.751 0.0780
H 0.711 3.229 4.307 0.0698
H -0.438 1.912 3.996 0.0344
O 2.305 2.470 -1.579 -0.2545
C 2.414 1.575 -2.649 -0.2939
C 1.087 1.098 -3.293 -0.5498
C 1.079 1.315 -4.734 -0.1254
C 0.604 0.382 -5.591 -0.1270
C 0.070 -0.835 -5.110 -0.1216
C 0.117 -1.029 -3.753 -0.1870
N 0.624 -0.162 -2.875 -0.1390
H 2.604 2.039 -0.746 0.0653
H 2.958 0.671 -2.355 0.1296
H 2.970 2.071 -3.452 0.1111
H 1.452 2.266 -5.093 0.1012
H 0.617 0.585 -6.658 0.0972
H -0.323 -1.596 -5.766 0.0810
H -0.254 -1.949 -3.316 0.0923
N -2.474 -3.021 -1.034 0.1277
C -1.147 -3.404 -1.093 -0.5136
N -0.782 -4.646 -1.363 0.0128
N 0.561 -4.613 -1.265 -0.1060
N 0.965 -3.431 -0.964 -0.0825
N -0.109 -2.618 -0.836 -0.1127
C -2.942 -1.724 -1.125 -0.5114
N -4.234 -1.467 -1.251 0.0218
N -4.303 -0.119 -1.215 -0.0834
N -3.134 0.389 -1.074 -0.0670
N -2.221 -0.612 -1.011 -0.0917
H -3.131 -3.725 -1.325 0.1286
O 7.202 0.141 2.290 -0.3439
S 5.853 -0.082 2.755 0.5960
O 5.645 0.018 4.182 -0.3446
N 4.780 0.810 1.946 -0.0491
C 3.950 0.054 1.234 -0.5736
O 2.988 0.466 0.566 -0.1184
C 4.229 -1.424 1.335 -0.1479
C 3.564 -2.467 0.717 -0.0073
C 3.996 -3.761 0.975 -0.0684
C 5.073 -3.995 1.829 -0.0921
C 5.742 -2.940 2.443 -0.0550
C 5.289 -1.664 2.180 -0.2269
H 2.720 -2.299 0.060 0.0703
H 3.477 -4.588 0.509 0.0961
H 5.394 -5.012 2.017 0.0909
H 6.577 -3.113 3.109 0.1090
Te -0.295 2.772 -2.095 1.2003
C -2.144 2.640 -3.121 -0.5851
C -3.172 3.480 -2.695 -0.1900
C -4.416 3.451 -3.307 -0.1167
C -4.658 2.576 -4.357 -0.1229
C -3.645 1.730 -4.778 -0.1007
C -2.397 1.758 -4.167 -0.1282
H -3.004 4.152 -1.863 0.0738
H -5.206 4.101 -2.948 0.0888
H -5.633 2.540 -4.825 0.0857
H -3.827 1.022 -5.578 0.0939
H -1.635 1.065 -4.488 0.0655

***

70
Properties=species:S:1:pos:R:3:lowdin_charge:R:1 method="wB97M-V/def2-TZVPD" largest_force_ev_per_a=0.70 charge=-2 lumo_energy_ev="4.4 / 4.4" homo_ev="-1.75 / 0.33"
Sc -0.922 -0.084 0.774 0.9326
C -6.154 2.704 0.381 -0.1976
Si -4.640 3.418 -0.457 0.3693
C -5.020 3.638 -2.279 -0.2023
C -4.296 5.116 0.266 -0.2009
C -3.229 2.330 -0.197 -0.2569
C -2.301 1.573 0.066 -0.1447
H -7.023 3.363 0.286 0.0179
H -5.955 2.540 1.442 0.0251
H -6.402 1.735 -0.056 0.0288
H -5.899 4.278 -2.405 0.0176
H -5.220 2.677 -2.755 0.0270
H -4.179 4.099 -2.801 0.0237
H -5.114 5.813 0.059 0.0172
H -3.376 5.525 -0.157 0.0242
H -4.161 5.053 1.348 0.0199
O -2.463 -1.558 0.990 -0.1320
C -2.106 -2.222 -0.055 -0.5224
N -1.003 -1.699 -0.737 -0.1741
S -0.637 -2.580 -2.044 0.6061
O 0.692 -3.151 -1.944 -0.3496
O -0.894 -1.860 -3.274 -0.3441
C -1.881 -3.784 -1.760 -0.2500
C -2.163 -4.916 -2.483 -0.0965
C -3.220 -5.734 -2.072 -0.1435
C -3.971 -5.375 -0.923 -0.1423
C -3.695 -4.246 -0.195 -0.0448
C -2.622 -3.407 -0.602 -0.1684
H -1.571 -5.170 -3.355 0.1046
H -3.460 -6.635 -2.623 0.0655
H -4.787 -6.018 -0.610 0.0785
H -4.271 -3.986 0.685 0.1011
C 2.581 2.584 0.518 -0.0862
C 2.295 1.253 1.234 -0.7198
C 1.923 1.550 2.687 -0.0826
C 3.577 0.405 1.222 -0.0824
C 1.191 0.538 0.489 -0.0932
H 3.392 3.129 1.017 0.0693
H 1.690 3.215 0.517 0.0767
H 2.871 2.408 -0.521 0.0725
H 2.731 2.093 3.192 0.0750
H 1.727 0.626 3.231 0.0680
H 1.017 2.158 2.745 0.0813
H 4.394 0.920 1.742 0.0691
H 3.893 0.199 0.197 0.0737
H 3.405 -0.552 1.720 0.0752
H 1.577 0.277 -0.512 0.0217
C -1.680 2.698 5.644 -0.1445
C -0.732 1.749 6.012 -0.1231
C -0.418 0.687 5.183 -0.0659
C -1.049 0.520 3.931 -0.3148
C -2.016 1.482 3.583 -0.0380
C -2.312 2.549 4.414 -0.1111
N -0.708 -0.451 3.018 -0.0315
C -0.273 -1.693 3.421 -0.2970
C -0.622 -2.301 4.644 -0.0493
C -0.211 -3.588 4.948 -0.1252
C 0.552 -4.333 4.056 -0.1406
C 0.894 -3.753 2.839 -0.0994
C 0.502 -2.463 2.532 -0.0388
H -1.917 3.531 6.295 0.0761
H -0.211 1.847 6.960 0.0863
H 0.348 -0.017 5.481 0.1036
H -2.545 1.386 2.641 0.0700
H -3.056 3.270 4.094 0.0902
H -1.249 -1.762 5.342 0.1002
H -0.511 -4.023 5.896 0.0852
H 0.859 -5.343 4.296 0.0776
H 1.472 -4.310 2.111 0.0991
H 0.801 -2.029 1.581 0.0832